The following is a DFT calculation (wB97M-V/def2-TZVPD) of a 10-piece molecular cluster, C46H69FN2O20P2 overall.

Structure (XYZ):
```
140
Properties=species:S:1:pos:R:3:forces:R:3:mulliken_charge:R:1
H -17.0580 -4.7739 -18.9496 -0.3220 -0.4005 -0.0160 0.008
N -16.5485 -2.8878 -19.3094 0.6916 3.4401 2.5387 0.947
H -16.8753 2.2496 -17.2556 1.0051 -0.1167 0.8484 0.375
H -20.1165 -2.6429 -11.4840 -0.0066 -0.2573 0.2549 0.371
H -16.5364 -5.6152 -16.8563 -0.4263 -0.0053 -0.1008 -0.359
O -11.4534 -0.7263 -19.9551 0.1680 1.3971 0.8116 -0.568
N -16.0302 -1.0194 -18.2316 0.5839 -0.5818 -1.1485 0.756
H -11.7580 -0.9768 -17.3764 -0.1306 0.2225 0.0712 0.465
H -21.5650 -4.0234 -22.4651 -0.3488 -0.3576 -0.4938 0.365
C -14.7081 -8.3844 -23.6109 -0.1606 -1.9562 1.8749 1.074
H -20.4307 -3.8824 -18.2842 0.1307 -0.0366 -0.0607 0.032
C -16.7667 -2.1588 -18.1728 0.7624 1.2774 -1.1742 -1.156
H -17.9169 -8.4781 -13.8342 0.4789 0.4458 0.0444 0.262
C -19.7389 -3.0368 -22.5589 1.4269 -0.1289 -0.9044 -0.346
C -15.5583 -2.2270 -20.0636 -2.0966 -2.9410 -1.8184 -0.915
O -15.6148 -4.5558 -22.4503 0.0694 -1.1486 1.4522 0.327
C -14.7523 -7.4528 -24.5955 0.0248 2.4052 0.3023 -1.193
C -16.7951 -2.3014 -13.4413 -1.2337 0.1641 1.2068 -0.520
C -15.2635 -5.8226 -22.7954 -0.1696 0.9805 -2.4172 -0.679
H -14.5054 -7.5123 -25.6452 0.0494 -0.9066 0.1038 0.426
C -12.8020 -2.8480 -17.2513 0.2377 1.0003 -1.3095 -0.708
H -14.9355 -5.4079 -24.9386 -0.2134 0.5270 0.2888 0.471
C -23.5962 -3.0229 -19.1769 -0.5969 -0.7581 -0.7822 -0.914
C -12.0199 -1.7848 -19.3272 -0.0523 -2.2627 -0.4520 0.397
H -15.3414 -6.7690 -20.8065 -0.3325 0.9841 0.1221 0.426
H -10.9376 -0.8749 -20.7510 -0.2983 -0.6782 -0.0148 0.332
H -20.4903 -6.2124 -14.4275 -0.1164 0.5076 0.4429 0.609
H -24.3346 -3.3923 -19.8731 -0.0668 0.1982 -0.1977 0.465
H -16.7468 -2.0056 -23.0658 1.4951 -0.1983 -0.8741 0.415
C -21.6570 -2.4439 -17.2868 -1.1701 0.9789 0.4093 -1.142
H -13.4020 -4.7665 -20.0224 -0.0228 -0.4526 0.2789 0.388
O -20.4391 2.7814 -16.7988 3.3069 1.4673 3.8274 -0.395
H -14.7426 -0.2229 -19.7161 0.2253 -0.4424 -0.4082 0.678
H -18.4334 -3.8690 -19.5384 0.2525 0.4209 -0.4140 -0.206
C -15.0028 -8.1532 -22.2651 0.5719 1.9178 -1.2088 -0.802
C -19.7627 -6.0932 -15.2303 -0.0088 -1.1473 0.9524 -0.826
C -18.1051 -3.9725 -24.1245 1.8490 1.7089 1.2827 -0.544
H -17.4212 -9.1957 -18.1244 -0.3109 -0.2149 0.4869 0.409
C -15.2409 -6.8328 -21.8799 0.0184 -1.6486 1.1812 0.332
C -21.3703 -3.3503 -18.2622 -0.3452 0.6581 0.3213 0.958
H -16.9749 -4.2952 -20.6190 -0.8191 -0.1369 -0.2536 -0.307
H -20.3687 -6.3728 -16.0921 0.4659 0.0765 -0.5899 -0.053
H -18.6005 -0.5199 -15.1853 -0.3057 0.6954 -0.4564 0.110
H -18.5153 -6.5793 -22.2432 0.2000 0.1140 -1.1201 -0.134
O -18.2126 -8.0835 -19.5263 -1.9348 0.8149 -2.4989 -0.413
O -21.2036 -5.7261 -24.5571 -0.1036 0.2342 0.4724 -0.584
H -20.0775 -2.1913 -21.9784 0.2117 -0.2126 0.5531 0.513
C -13.2115 -3.9152 -18.0271 0.1823 -1.4384 0.0305 0.918
H -19.4344 -8.0692 -13.2020 -0.9355 0.1751 -0.6160 0.317
H -20.8985 1.6212 -18.3405 -0.1436 -0.2977 -0.0124 0.286
H -18.6281 -8.0027 -17.4983 0.0717 -0.0908 0.0548 0.273
C -18.4403 -3.0546 -23.0987 -0.1509 0.4042 -0.2340 -0.275
C -19.1902 -2.5973 -12.0375 1.2940 0.8559 -0.8429 -0.859
H -15.8699 -3.3533 -11.8183 0.0894 0.0365 0.1383 0.416
H -14.4102 -10.1955 -23.1184 0.0159 0.0220 -0.0167 0.298
F -14.9271 -2.0751 -23.5388 -0.9037 -0.7481 0.4318 -0.877
C -19.2242 -1.8365 -13.2735 1.5546 -1.8105 2.4961 -0.440
C -17.9661 -3.1319 -11.4972 -3.0410 0.6569 -0.9955 0.477
H -17.7917 4.9785 -16.1537 -0.3572 0.0030 -0.4246 0.274
C -16.7379 1.3699 -17.8844 -0.1837 0.4998 -0.1064 -1.139
H -17.5155 -2.3357 -17.4149 0.0840 -0.4186 0.0570 0.873
H -17.8476 -8.1198 -21.9273 -0.4057 -0.5974 0.0547 0.307
H -20.1280 -1.3205 -13.5619 0.0119 -0.1338 -0.3363 0.608
H -17.8011 1.1316 -17.9126 0.0574 -0.7723 -0.6814 0.195
C -17.8291 -8.1891 -18.2159 1.2392 -0.8301 1.9584 -0.547
H -12.9716 -2.7109 -16.1935 0.0217 -0.6295 0.0626 0.468
H -16.3462 0.0596 -16.3428 0.0761 -1.0181 -0.1515 -0.146
O -19.8418 -6.0673 -19.5010 -0.1034 -1.1397 0.5582 0.474
C -13.0203 -3.9630 -19.4100 -0.0451 0.0270 -0.4862 -0.535
H -15.8540 -2.0557 -13.9107 -0.1038 -0.1635 -0.3502 0.539
C -21.2924 1.8914 -17.3607 -2.0798 -1.4072 -1.5353 -0.595
O -13.7600 -4.9595 -17.3227 -1.1811 0.2049 1.3880 -0.526
O -20.6512 -8.6002 -19.1703 1.0923 1.8961 -0.8789 -0.411
H -18.7213 -4.1147 -9.8646 -0.4375 0.4747 -0.7645 0.306
C -18.0029 -1.7580 -13.9452 0.7917 -0.7470 1.2830 0.427
H -21.2612 -5.0650 -19.7483 0.7268 -0.4210 -0.0994 0.151
O -20.7585 2.8119 -14.2218 1.5393 -0.7124 -1.3278 -0.365
O -18.2809 -4.4685 -16.3257 1.1611 -0.6819 -0.2073 0.771
O -14.2990 -9.6318 -23.8874 0.4703 -1.7010 -1.2725 -0.594
P -19.7094 2.3626 -15.3671 -0.5229 -0.3157 -0.9952 0.058
C -16.7904 -2.9471 -12.2107 0.0675 -0.2883 -0.3314 -0.600
H -17.1020 -3.8912 -24.5165 0.0953 -0.0768 -0.1449 0.613
C -20.2609 -4.8401 -24.0431 -0.8243 -1.0836 0.5001 1.080
C -12.4129 -2.9284 -20.0892 0.7757 2.0394 1.7039 -0.679
C -12.1822 -1.7997 -17.9326 0.2178 0.6629 -0.7853 -0.494
H -16.2357 -4.1338 -15.9845 -0.0196 -0.0206 0.2562 0.198
C -21.2706 1.8746 -13.2864 -1.0129 -0.1005 0.8109 -0.530
H -19.6139 4.9716 -16.0044 0.2310 -0.1036 -0.2292 0.334
C -23.9092 -2.1367 -18.1765 0.3029 0.6747 -0.0072 -0.663
H -20.7990 -6.1472 -25.3191 -0.0991 -0.0860 -0.0751 0.287
H -18.2584 -6.8118 -13.1058 0.6115 -0.2939 0.4856 0.305
H -14.8086 -8.8955 -21.5050 -0.2197 -0.2553 -0.0804 0.297
C -15.3370 -1.0975 -19.4965 0.7834 4.3315 4.0082 -1.189
C -19.2520 -4.6838 -15.3201 0.2385 -0.2788 0.8397 0.619
H -24.0144 -0.5708 -16.4511 -0.1872 0.1259 0.2820 0.284
O -19.8983 -7.7142 -21.4084 0.5623 -1.3377 0.7368 -0.447
H -20.2069 -4.1663 -15.4119 0.2472 0.8581 -1.0886 -0.093
H -22.2109 1.5164 -13.7055 -0.1160 -0.0912 0.4151 0.277
H -24.8110 -1.5488 -18.0891 -0.5292 -0.3692 -0.3339 0.282
C -15.8880 0.1941 -17.3226 -1.8786 0.5838 -0.1464 -0.187
H -22.6148 -9.0156 -19.0855 -0.0705 0.1416 -0.0423 0.335
P -19.6787 -7.5029 -19.8591 0.2399 0.0783 -0.4815 0.179
H -19.0714 -8.0278 -23.2720 0.1052 0.3279 0.1854 0.316
O -19.1990 0.9647 -15.3568 -1.3431 1.6933 0.2079 -0.025
O -18.5258 3.3736 -15.1866 -0.4319 -0.2649 -0.1848 -0.377
H -21.4085 2.4340 -12.3611 -0.4000 0.0366 -0.1377 0.302
C -18.9781 -4.8975 -24.5682 -1.9542 -0.0545 0.0619 -0.603
H -22.0102 -8.0273 -17.7613 0.0291 -0.1120 0.1335 0.270
O -18.7557 -7.0773 -15.0237 -0.3663 -0.7982 -0.9822 -0.284
C -18.7517 -7.6416 -22.3042 0.0339 1.1833 0.6294 -0.212
H -14.8604 0.4815 -17.0999 0.1652 -0.4549 -0.7439 0.431
H -16.8423 -5.6087 -15.1214 -0.2394 0.3075 -0.0042 0.511
C -18.6572 4.7451 -15.5336 0.4844 1.0807 -0.1034 -0.731
H -20.9249 -2.1500 -16.5492 0.0149 0.0089 0.1939 0.951
H -20.6744 1.0150 -12.9803 0.6140 0.1335 -0.7415 0.177
O -17.8562 -1.1172 -15.0811 0.3545 0.2771 -1.7865 0.289
H -18.5442 5.4149 -14.6811 -0.1861 -0.4558 0.4324 0.260
H -15.2191 -2.5474 -21.0376 -0.1554 -0.2699 -0.0994 0.998
C -22.9582 -1.8527 -17.2442 2.4679 -2.2889 -1.4818 0.152
H -13.7367 -5.9000 -17.5139 0.6235 0.4615 -1.1194 0.301
O -17.9300 -3.8011 -10.3086 1.3309 -0.2772 0.4696 -0.585
H -22.4064 -7.2607 -19.2455 0.7504 0.0648 -0.7232 0.275
H -12.1567 -2.8517 -21.1356 -0.5338 -0.6041 -0.2735 0.295
O -23.2279 -1.0772 -16.2354 -0.4791 2.5897 2.7532 -0.458
C -17.3552 -3.9886 -19.6446 0.6271 -2.3931 -0.3071 0.260
O -22.1022 -4.6767 -20.0003 -1.3748 0.2167 -1.0646 -0.441
C -22.3702 -3.6266 -19.1870 1.1324 -1.5054 0.0895 0.498
C -21.9681 -8.1729 -18.8407 -1.2166 -0.6770 1.2232 -0.720
H -16.9754 -7.5571 -17.9711 -0.1762 0.5117 -0.1980 0.027
C -18.5955 -7.6301 -13.7420 0.2778 0.5293 0.3495 -0.825
H -18.8223 -5.6537 -25.3234 0.5917 0.1315 -0.2239 0.333
C -16.8911 -5.0037 -16.0267 -1.5133 0.9399 -0.3295 -0.618
O -17.5796 -2.1223 -22.6027 -1.2332 -0.1001 0.6033 -0.622
H -21.4873 0.9972 -16.7688 0.1833 -0.1409 0.0059 0.177
H -16.3949 1.8257 -18.8132 -0.0481 -0.5732 -0.3067 0.388
H -18.8750 -4.2566 -14.3908 0.2067 -0.5492 0.4246 -0.401
H -22.2454 2.4010 -17.5031 -0.1818 -0.1069 -0.1418 0.321
C -20.6141 -4.0094 -22.9769 -0.4552 -0.1235 -0.6325 -0.628
C -14.9903 -6.1537 -24.1593 -0.3750 0.1385 0.6870 -0.484
H -15.4900 -3.8924 -23.1328 0.7362 1.1782 -0.7500 0.004
```
Forces are in eV/Å.

HOMO-LUMO gap = 7.0 eV
LUMO energy = 0.007 Eh
energy = -114045.50836 eV